1.
16
Properties=species:S:1:pos:R:3:mulliken_charge:R:1 method="wB97M-V/def2-TZVPD" charge=0 max_force_ha_per_bohr=0.0522 lumo_ev="1.0 / -1.2" multiplicity=3 total_energy_ha=-362.7588 homo_lumo_gap_ev="5.9 / 8.6"
O 2.63483 0.64393 0.64574 -0.411
O 2.09835 0.17097 -0.69481 -0.267
N 0.79532 0.30755 -0.79987 -0.062
C -1.39390 0.00316 0.25810 -0.378
C -0.09061 -0.53569 -0.13535 0.553
C 0.34650 -1.93699 0.09254 -1.111
C -1.83101 1.40845 0.04039 -1.214
H -2.08524 -0.70276 0.68185 0.397
H -2.74493 1.59129 0.60092 0.325
H 1.40449 -1.94774 0.35190 0.338
H 0.46271 1.26424 -0.88807 0.260
H -0.22574 -2.40226 0.88775 0.335
H 0.22160 -2.52159 -0.82171 0.260
H -1.07806 2.12098 0.38073 0.353
H 3.52428 0.92647 0.41319 0.306
H -2.03858 1.60996 -1.01329 0.314

---

2.
13
Properties=species:S:1:pos:R:3:mulliken_charge:R:1 method="wB97M-V/def2-TZVPD" charge=0 max_force_ha_per_bohr=0.0482 lumo_ev=1.1 total_energy_ha=-232.3787 homo_lumo_gap_ev=10.9
O 1.80328 -1.02012 0.48742 -0.517
C -1.40865 0.69183 0.05155 -0.448
C -1.11079 -0.70903 -0.25511 -0.480
C 0.07110 0.45598 -0.38484 -0.267
C 1.38415 0.33523 0.43710 -0.442
H 1.39255 0.68655 1.47742 0.290
H -2.10448 1.20711 -0.61391 0.241
H 2.15541 0.94834 -0.08025 0.227
H 0.40786 0.51079 -1.42602 0.316
H 1.49732 -1.41958 -0.33809 0.343
H -1.55990 -1.13445 -1.16411 0.255
H -1.03809 -1.43423 0.55541 0.246
H -1.57760 0.92416 1.10156 0.235

---

3.
18
Properties=species:S:1:pos:R:3:mulliken_charge:R:1 method="wB97M-V/def2-TZVPD" charge=0 max_force_ha_per_bohr=0.0778 lumo_ev=0.7 total_energy_ha=-344.0294 homo_lumo_gap_ev=8.7
N -2.32768 -1.58450 -2.46071 -0.553
N 1.48612 0.42957 -2.26293 -0.355
C -0.76030 -0.81253 -0.64628 -0.122
C -2.16253 -0.06468 1.24022 -1.297
C 1.18880 -0.83532 -1.83348 -0.753
C 0.36475 0.18808 1.32604 -1.303
C -0.83629 -0.27026 0.55476 1.065
C -1.66712 -1.23874 -1.57559 0.124
H 0.86268 0.80503 -2.96130 0.247
H 0.22968 -0.02191 2.38620 0.406
H 1.83311 -1.23976 -1.07081 0.338
H 1.73973 1.09569 -1.54816 0.258
H 0.85007 -1.52064 -2.59135 0.395
H 0.48813 1.26698 1.21458 0.265
H -2.98579 -0.20132 0.54375 0.382
H 1.26940 -0.30295 0.97987 0.288
H -2.20985 0.94075 1.65768 0.328
H -2.27587 -0.77871 2.05862 0.289

---

4.
46
Properties=species:S:1:pos:R:3:mulliken_charge:R:1 method="wB97M-V/def2-TZVPD" charge=-1 max_force_ha_per_bohr=0.0554 lumo_ev=2.3 total_energy_ha=-1350.6113 homo_lumo_gap_ev=9.5
O -0.05732 0.44216 -3.81906 -0.711
O 1.24323 -1.17821 3.02095 -0.694
O 2.52732 1.45286 -1.61841 -0.672
O -0.31557 1.00426 3.74814 -0.533
O 2.22531 -0.87037 -3.61927 -0.682
O 0.61210 -0.39528 -0.88439 -0.422
O -1.95384 -1.53289 3.22713 -0.633
O 3.16010 -0.74498 0.62673 -0.646
O 0.59513 -2.63199 -2.69327 -0.760
O 2.20773 2.39610 2.18185 -0.691
O -2.16870 2.05742 1.21751 -0.675
O -4.09457 0.40080 0.28023 -0.620
O -1.07696 -0.56772 0.48991 -0.567
O -2.15905 -2.97618 -0.07832 -0.708
O 0.89102 3.73087 -0.33280 -0.669
O 0.50008 0.93921 0.79062 -0.570
O -2.14850 0.15515 -2.12722 -0.684
N 0.01467 0.00511 0.14621 0.577
H -1.77705 -1.28684 2.32381 0.266
H 1.54969 3.43468 -0.93152 0.335
H -0.96642 0.71348 4.34125 0.259
H 0.51824 -1.89323 -2.08740 0.419
H 2.34140 -1.17192 0.31788 0.213
H 0.60142 2.92152 0.05948 0.320
H -3.43991 0.90515 0.71318 0.366
H -2.29862 2.49669 2.03403 0.269
H 1.25036 -3.16532 -2.28862 0.345
H 1.56089 3.07101 2.48913 0.339
H -1.27484 1.69463 1.26807 0.408
H 3.73136 -0.65667 -0.17750 0.322
H 3.28337 1.37864 -1.00776 0.306
H 2.47721 -1.08286 -4.51600 0.247
H 0.67946 -1.94059 3.03716 0.334
H 1.73149 -1.65606 -3.29483 0.447
H 1.90950 0.78030 -1.39859 0.301
H -1.72645 -2.12263 -0.02519 0.439
H -2.88091 -0.40716 -2.28988 0.276
H 0.76793 0.02736 -3.70688 0.397
H -1.78075 -0.01726 -1.25577 0.386
H 1.67150 1.74523 1.72254 0.435
H 1.50919 -1.11182 2.12152 0.290
H -2.02423 -2.46394 3.10707 0.305
H 0.09877 0.19645 3.46725 0.336
H -0.68137 0.13488 -3.14705 0.391
H -4.41263 0.99627 -0.39461 0.308
H -2.42077 -3.20632 -1.03734 0.299

---

5.
11
Properties=species:S:1:pos:R:3:mulliken_charge:R:1 method="wB97M-V/def2-TZVPD" charge=0 max_force_ha_per_bohr=0.1869 lumo_ev=-0.6 total_energy_ha=-339.3223 homo_lumo_gap_ev=8.9
O 3.21223 0.27477 0.26032 -0.460
N 0.74972 -0.11177 -0.49396 -0.063
N 0.39964 1.14072 -0.32321 -0.278
C -2.30743 -0.86703 0.16149 -0.415
C 2.19010 -0.48969 -0.07700 0.028
C -1.77089 0.35606 -0.04074 0.110
C -0.79876 1.43668 -0.07320 -0.079
H -2.94320 -1.82170 0.04263 0.319
H -1.25652 2.39723 0.82319 0.254
H 2.37269 -1.47933 -0.25055 0.378
H 0.15241 -0.83592 -0.02897 0.205

---

6.
111
Properties=species:S:1:pos:R:3:mulliken_charge:R:1 method="wB97M-V/def2-TZVPD" charge=0 max_force_ha_per_bohr=0.0658 lumo_ev="-0.6 / -0.7" multiplicity=2 total_energy_ha=-4690.0274 homo_lumo_gap_ev="4.5 / 4.3"
Cr 0.74442 -0.39048 -0.52850 -0.475
P 0.42852 -2.26732 -1.80654 1.826
P 1.22816 0.17016 1.66173 1.388
Si -1.28303 2.86339 1.62860 -0.846
Si -1.32428 -1.12616 0.47979 0.891
O 0.63395 0.65031 -2.06081 0.184
O 2.67992 -0.32564 -1.08573 0.541
N 1.70670 0.94113 -2.71977 -0.988
N 2.78550 0.41571 -2.18442 1.262
C -1.23586 -4.52893 -1.89171 -0.794
C -0.90141 -3.35666 -1.22367 -0.357
C -0.47494 -1.24219 -4.16407 -0.722
C 4.03807 0.70129 -2.69267 0.269
C -2.18981 -5.37052 -1.34703 -0.643
C -2.86747 2.57358 6.03067 -0.629
C 0.89390 -3.20556 -4.45677 0.172
C -2.14890 4.10014 0.48672 0.870
C 2.71324 -0.17201 2.69384 0.524
C -2.96502 1.85940 3.74247 0.159
C 3.36362 0.86361 3.35750 -0.077
C -3.38629 1.73873 5.05467 -0.665
C 6.42749 0.51502 -2.56554 -1.162
C -2.56259 6.28178 -0.46756 -0.703
C 6.55752 1.36605 -3.65335 -0.505
C 2.90816 3.50629 0.24964 -1.245
C -3.19349 3.60451 -0.29393 -0.449
C -3.59607 5.77033 -1.23359 -0.525
C 4.31891 -3.46005 -1.56999 -0.890
C -2.75541 -5.06549 -0.11848 -1.158
C -1.53011 3.65844 4.37044 -0.236
C 3.15694 -4.36573 0.32137 -0.654
C 5.18059 0.18225 -2.07669 0.175
C 4.32288 -1.71960 3.57821 -0.679
C 1.96438 -3.87794 -0.17941 -0.799
C 4.96401 -0.68266 4.23804 -0.576
C 0.64248 3.03109 2.01613 1.657
C 4.16551 1.54693 -3.79914 -0.421
C 1.20215 4.37251 1.71084 -0.931
C 4.48227 0.61073 4.12586 -0.919
C -3.90737 4.42423 -1.14501 -0.809
C -0.04929 -2.08916 -6.36369 -0.584
C 3.20264 -1.46888 2.80544 -0.671
C 4.33905 -4.15775 -0.37232 -0.803
C -1.87164 -1.24759 4.69917 -1.194
C 3.12649 -2.98264 -2.08244 -0.639
C -0.06970 -0.24142 2.87305 -0.574
C 0.71264 -3.11413 -5.82543 -0.819
C -0.80050 -0.49068 5.14446 -0.728
C 0.09955 0.01846 4.22747 -0.852
C 5.42068 1.87906 -4.26584 -0.613
C -2.43281 -3.88085 0.52082 -0.274
C -3.20557 -0.66570 0.25428 -1.390
C 2.51066 2.21984 0.55565 -0.410
C -0.64333 -1.15204 -5.53223 -0.767
C -2.05660 -1.46692 3.34260 -0.072
C 0.29503 -2.26892 -3.61865 0.363
C 1.43456 1.94057 1.38155 -0.816
C -1.84988 5.45581 0.38613 -0.304
C -2.01643 2.80804 3.37849 0.957
C -1.53217 -2.98213 -0.03512 0.943
C -1.94086 3.54022 5.68358 -0.766
C 2.22430 4.58515 0.85439 -1.114
C 1.93209 -3.20244 -1.39878 0.650
C -1.15619 -0.98655 2.40211 1.052
H 3.76706 3.68258 -0.37697 0.463
H -3.44841 0.28495 0.71883 0.339
H -3.19509 2.48703 7.05639 0.384
H 4.97934 1.42737 4.62920 0.444
H 1.17514 -3.84213 -6.47807 0.416
H 3.16996 -4.89583 1.26436 0.373
H -3.46709 -5.74686 0.32696 0.422
H 5.51333 2.56302 -5.09870 0.401
H -1.42821 1.55771 0.97082 -0.072
H 7.30840 0.11322 -2.08570 0.404
H 4.70364 -2.72732 3.66116 0.442
H -0.77221 -4.76890 -2.84030 0.476
H -0.65953 -0.31106 6.19974 0.435
H -0.91908 -0.50863 -3.50220 0.234
H 7.54180 1.62761 -4.01594 0.404
H 5.07390 -0.45768 -1.21449 0.518
H 2.99624 1.87492 3.26151 0.434
H -1.53991 4.20539 6.43505 0.437
H 2.70480 -2.27300 2.27681 0.263
H -4.15880 6.41599 -1.89379 0.391
H -3.45400 2.55879 -0.22706 0.283
H -3.85338 -1.41940 0.69468 0.500
H -4.12291 0.99242 5.31250 0.468
H -2.91572 -2.03681 3.02180 0.274
H -2.90195 -3.64759 1.46447 0.253
H 1.50039 -3.99723 -4.03715 0.429
H -2.31673 7.33182 -0.53608 0.406
H 5.24400 -3.27073 -2.09521 0.480
H -0.81972 4.43069 4.11019 0.265
H 3.09940 1.38691 0.19405 0.519
H -1.22670 -0.34478 -5.95368 0.449
H 5.83830 -0.88014 4.84077 0.366
H 0.76020 5.20745 2.23754 0.625
H -0.17682 -2.02024 -7.43472 0.413
H -3.37416 1.20404 2.98944 0.217
H -3.45865 -0.59977 -0.79981 0.432
H -1.05506 5.88109 0.97899 0.265
H 2.56812 5.59422 0.66981 0.373
H -4.71064 4.00986 -1.73837 0.408
H -2.48899 -6.26424 -1.87680 0.440
H 3.12167 -2.43091 -3.01343 0.510
H -2.55570 -1.67790 5.41828 0.421
H 5.27417 -4.53159 0.01979 0.399
H 0.64025 2.88181 3.10745 0.227
H 1.04274 -4.01594 0.37444 0.329
H 0.95202 0.58789 4.57239 0.489
H 3.27024 1.92546 -4.26295 0.514

---

7.
83
Properties=species:S:1:pos:R:3:mulliken_charge:R:1 method="wB97M-V/def2-TZVPD" charge=0 max_force_ha_per_bohr=0.0610 lumo_ev=-0.2 total_energy_ha=-20144.4402 homo_lumo_gap_ev=8.1
Cl 2.69780 -7.41059 4.25103 -0.104
Cl -12.22787 -3.35300 -1.72309 -0.095
Cl 1.69245 -0.17949 4.47216 -0.099
Cl 5.98776 1.63081 7.64704 -0.052
Cl 7.54298 2.56628 9.89420 -0.098
Cl -0.32245 5.12741 -1.53799 -0.119
Cl 1.53147 6.32949 -4.05525 -0.009
Cl 6.20009 -1.92277 5.49361 -0.080
Cl -6.59728 4.21606 -0.39059 -0.074
Cl 4.22999 -6.41241 6.48545 -0.094
Cl 3.68275 4.89712 2.88489 -0.061
Cl -9.51549 -4.24866 -1.32546 -0.021
Cl 2.41255 -0.54492 1.69616 -0.076
Cl 2.20059 2.10749 2.78201 0.055
Cl -9.18336 -1.05902 -2.13133 -0.064
Cl -0.18403 0.52645 2.39712 -0.079
Cl 1.34538 4.69837 0.78306 0.019
Cl -6.53035 -0.18670 -2.86452 -0.181
Cl 4.65884 -1.75761 3.05541 0.110
Cl 1.34444 -6.42600 6.60458 -0.109
Cl 6.25540 3.79903 2.17984 -0.105
Cl 2.93086 5.40500 -6.40723 -0.105
Cl 7.54327 -1.89045 2.93391 -0.123
Cl 6.01368 -4.20644 3.73767 -0.080
Cl 4.41294 6.38149 -4.12884 -0.099
Cl 6.07474 6.46883 3.26668 -0.112
Cl -10.75240 -4.51220 -3.91749 -0.091
Cl -9.48230 4.17463 -0.20330 -0.093
Cl 1.80491 6.98646 -0.91039 -0.100
Cl 5.56192 4.17853 4.95371 -0.002
Cl -7.88258 4.48265 2.18016 -0.092
Cl 2.71172 -4.58795 4.84678 0.002
Cl -6.94241 -1.69861 -0.43467 -0.094
Cl -7.87839 1.02425 -0.61746 -0.002
Cl 2.89553 8.21921 -5.75953 -0.100
Cl -11.62699 -6.17824 -1.72658 -0.108
Cl -0.55307 6.87270 0.75092 -0.103
Cl 5.99517 4.43470 8.32830 -0.104
Cl -8.03817 6.63222 0.25885 -0.104
Cl 4.65999 2.53677 10.04645 -0.094
P 0.04817 0.80579 -2.04999 -0.255
F -2.87560 -4.03663 -0.94239 -0.270
F -1.98739 -4.54625 -2.81518 -0.253
F -4.09761 -4.27050 -2.61051 -0.300
O -1.37438 1.47451 -1.48150 -0.242
O -3.93458 -1.75240 -1.91712 -0.261
O 4.39565 -2.28619 0.33438 -0.494
O 3.07011 -2.09786 -1.42830 0.060
O 0.92927 0.49387 -0.67004 -0.116
C 0.01267 -1.38439 -4.09085 -0.640
C -7.99967 4.87660 0.46136 0.344
C -2.79562 -2.33791 -2.51616 -0.104
C 6.10529 -2.44431 3.80275 0.192
C 3.36780 -2.65173 -2.74242 -0.969
C -11.02935 -4.57508 -2.17186 0.312
C 4.24249 -1.93383 -0.75700 -0.097
C -1.54777 -1.76854 -1.79350 -0.728
C 6.04673 2.79160 8.98062 0.332
C 1.56166 -1.44445 -3.93252 -0.671
C 5.39560 4.83768 3.32316 0.261
C 1.52745 0.47689 2.83905 0.245
C 2.94109 6.58364 -5.08837 0.308
C 2.74503 -6.20794 5.54676 0.288
C 0.57017 5.92187 -0.22712 0.295
C 2.01797 -2.82552 -3.42180 -0.326
C -2.91483 -3.84198 -2.24204 0.504
C -7.63711 -0.48127 -1.50746 0.297
B -0.56180 -0.93231 -2.70835 0.139
H -1.89201 -1.13984 -0.97379 0.282
H 1.94172 -0.64744 -3.29002 0.313
H -0.32763 -2.36983 -4.41255 0.328
H 1.30612 -3.10634 -2.64223 0.128
H 5.03280 -1.39117 -1.30503 0.439
H 3.90933 -3.59394 -2.63442 0.468
H -0.19570 -0.62338 -4.84885 0.304
H -4.38891 -1.18852 -2.55546 0.071
H 2.03372 -3.57316 -4.21023 0.432
H -2.82231 -2.14471 -3.59028 0.718
H -1.27274 2.42307 -1.63231 0.192
H 2.03075 -1.28858 -4.90664 0.398
H -0.95919 -2.58726 -1.35315 0.307
H 4.00323 -1.94812 -3.28903 0.445
H 0.70926 -0.38505 -0.32587 0.261

---

8.
82
Properties=species:S:1:pos:R:3:mulliken_charge:R:1 method="wB97M-V/def2-TZVPD" charge=+1 max_force_ha_per_bohr=0.0868 lumo_ev="-3.2 / -3.0" multiplicity=2 total_energy_ha=-5511.8637 homo_lumo_gap_ev="7.5 / 7.2"
I 1.28017 2.31856 1.77279 0.123
Mo -0.94074 -0.01240 0.86409 -0.831
As -3.12629 -1.92783 -1.53862 2.203
S -3.19361 -0.35297 2.02582 -0.397
P 0.82771 0.14833 -0.88076 1.515
F -3.76622 -1.33071 -3.03473 -0.504
F -4.18263 -0.79820 -0.72463 -0.464
F -1.99727 -2.90244 -2.37871 -0.455
F -1.92030 -0.57489 -1.58059 -0.429
F -2.35197 -2.30094 -0.00015 -0.442
F -4.25984 -3.18222 -1.35727 -0.461
O -1.78697 1.67707 0.02146 0.000
N -3.07526 2.13337 2.97836 -0.339
N -5.16015 1.29320 2.50765 -0.435
N -2.93370 3.13814 -1.26124 0.521
N -1.70144 1.93236 3.10061 -0.388
C -0.41149 1.47868 -3.04293 0.002
C 1.40876 -4.26344 4.49029 -0.489
C 0.04896 -3.97178 4.47562 -0.632
C 4.53809 -0.41045 0.88388 1.115
C 0.60638 1.49946 -2.08736 0.683
C 2.28109 -3.55548 3.67167 -0.872
C 4.76443 -0.53377 -1.51457 -1.278
C 1.10624 3.78241 -2.71178 -0.929
C -1.96245 2.81850 -0.43727 -0.256
C -3.83350 1.12055 2.51822 0.585
C 1.37578 2.65711 -1.94734 -0.923
C 0.81115 -1.42565 -1.80812 1.529
C 3.43070 -0.12181 -1.64287 -0.702
C 0.85959 -1.51963 -3.19513 -0.583
C -0.09208 -1.24500 1.98735 0.365
C -0.66336 2.60065 -3.81909 -1.219
C 4.41818 -0.22161 3.29327 -0.918
C 0.07643 3.76089 -3.64183 -0.662
C -0.43936 -2.96525 3.66883 -0.704
C 5.27875 -0.74935 -0.26887 -0.905
C 2.69795 0.74193 1.92419 0.228
C 5.08146 -0.62770 2.17312 -0.870
C 0.92758 -2.76360 -3.80185 -0.722
C 2.65001 0.18440 -0.55098 0.688
C 3.24177 0.53879 3.15875 -0.687
C 0.43456 -2.23781 2.83328 0.976
C -3.11253 4.48794 -1.75856 -0.986
C 0.96791 -3.91684 -3.03416 -0.823
C -3.88234 2.12316 -1.71177 -0.634
C 3.24562 0.18037 0.74315 0.236
C 1.80496 -2.56165 2.84194 0.066
C 0.82947 -2.59069 -1.04088 -0.775
C 0.91747 -3.83010 -1.65193 -0.613
H -4.71104 2.03155 -1.00755 0.271
H -1.22471 2.82185 3.09991 0.267
H 1.02743 -4.88542 -3.51247 0.410
H -1.49557 -2.72925 3.64318 0.457
H 6.04997 -1.10655 2.24479 0.443
H 5.34471 -0.75363 -2.40014 0.452
H 2.47558 -2.01242 2.19204 0.800
H 6.26660 -1.17478 -0.14400 0.437
H -2.98494 4.50160 -2.84130 0.360
H 0.83851 -0.62946 -3.81118 0.426
H 0.93407 -4.72588 -1.04529 0.480
H -1.47147 1.41763 3.94606 0.233
H 3.33895 -3.78400 3.68131 0.445
H -4.11827 4.83934 -1.52586 0.381
H -0.13625 4.64219 -4.23372 0.461
H 2.80067 0.99726 4.03346 0.451
H -1.43741 2.56302 -4.57599 0.482
H -1.00260 0.58687 -3.19847 0.481
H 1.78618 -5.04986 5.12992 0.408
H -5.71248 0.53148 2.14812 0.231
H 2.20217 2.67328 -1.25034 0.458
H -1.29772 3.64365 -0.15430 0.304
H 0.76791 -2.52354 0.03598 -0.077
H -0.63119 -4.54232 5.09409 0.422
H -4.27027 2.40027 -2.68921 0.410
H 4.82504 -0.40650 4.27782 0.475
H -3.51495 2.85341 3.53393 0.252
H 1.70547 4.67418 -2.57935 0.472
H -3.39334 1.15647 -1.78609 0.007
H -5.62370 2.03440 3.00670 0.197
H 0.93999 -2.83293 -4.88161 0.448
H -2.38517 5.16216 -1.31023 0.304
H 2.99016 -0.09571 -2.63059 0.445